1.
135
Properties=species:S:1:pos:R:3 method="wB97M-V/def2-TZVPD" homo_ev=-10.658 orbital_gap_ev=7.8 total_energy_ev=-219213.4400 total_charge=+1
Zr -1.085 0.479 0.905
N 0.047 0.096 2.840
C -0.679 -0.345 4.045
C -0.891 -1.855 4.078
C -1.776 -2.352 2.942
N -1.252 -1.875 1.650
H 0.917 -0.450 2.764
H 0.371 1.070 2.990
H -1.656 0.150 4.058
H -0.132 -0.061 4.955
H -1.354 -2.114 5.031
H 0.070 -2.363 4.037
H -2.797 -1.974 3.070
H -1.816 -3.450 2.976
H -1.767 -2.339 0.900
H -0.286 -2.210 1.547
C -2.986 3.525 -0.522
C -2.935 2.553 -1.706
C -2.346 3.284 -2.913
C -4.350 2.080 -2.043
O -2.111 1.406 -1.326
Si -1.848 0.109 -2.342
S -0.619 -1.099 -1.129
O -1.116 0.699 -3.646
C -1.084 0.281 -5.013
C -0.654 -1.180 -5.083
C -0.065 1.184 -5.708
C -2.468 0.466 -5.631
O -3.230 -0.628 -2.749
C -4.006 -1.785 -2.443
C -3.436 -2.980 -3.204
C -5.431 -1.462 -2.895
C -3.979 -2.083 -0.947
H -3.819 4.209 -0.661
H -2.070 4.106 -0.465
H -3.115 2.990 0.417
H -2.848 4.241 -3.028
H -2.478 2.714 -3.825
H -1.284 3.462 -2.770
H -4.990 2.937 -2.240
H -4.773 1.518 -1.212
H -4.331 1.447 -2.924
H 0.268 -1.322 -4.526
H -0.498 -1.485 -6.113
H -1.419 -1.807 -4.640
H 0.920 1.049 -5.271
H -0.350 2.227 -5.599
H -0.023 0.936 -6.764
H -3.207 -0.077 -5.050
H -2.470 0.091 -6.649
H -2.741 1.518 -5.648
H -3.495 -2.812 -4.276
H -4.001 -3.874 -2.960
H -2.397 -3.131 -2.919
H -5.438 -1.201 -3.950
H -5.817 -0.622 -2.325
H -6.080 -2.318 -2.741
H -2.966 -2.357 -0.661
H -4.646 -2.912 -0.731
H -4.297 -1.211 -0.382
C -4.772 0.512 4.285
Ge -3.781 1.641 2.957
C -2.329 2.602 3.967
C -5.061 3.078 2.404
C -3.226 0.467 1.461
H -5.144 1.137 5.089
H -4.162 -0.273 4.726
H -5.633 0.052 3.807
H -2.657 3.623 4.136
H -1.385 2.637 3.429
H -2.159 2.163 4.947
H -5.680 3.345 3.255
H -5.723 2.755 1.606
H -4.538 3.973 2.079
H -3.772 0.820 0.579
H -3.614 -0.534 1.686
C 5.659 -3.243 2.414
C 5.127 -4.158 1.348
C 5.789 -5.377 1.198
C 5.415 -6.306 0.251
C 4.364 -6.013 -0.600
C 3.699 -4.811 -0.459
C 4.050 -3.878 0.512
Sb 2.647 -2.178 0.392
C 3.139 -0.955 2.142
C 3.510 0.374 2.001
C 3.725 1.174 3.112
C 3.558 0.644 4.381
C 3.163 -0.675 4.530
C 2.936 -1.485 3.421
C 2.533 -2.918 3.610
C 3.729 -1.267 -1.260
C 2.952 -1.119 -2.402
C 3.486 -0.588 -3.564
C 4.806 -0.171 -3.582
C 5.586 -0.337 -2.453
C 5.076 -0.914 -1.295
C 5.993 -1.169 -0.144
H 6.708 -3.023 2.221
H 5.610 -3.735 3.385
H 5.113 -2.309 2.460
H 6.623 -5.590 1.852
H 5.935 -7.249 0.177
H 4.061 -6.717 -1.358
H 2.877 -4.584 -1.128
H 3.651 0.787 1.010
H 4.034 2.199 2.985
H 3.743 1.256 5.251
H 3.044 -1.088 5.521
H 2.199 -3.098 4.629
H 3.376 -3.577 3.418
H 1.752 -3.214 2.905
H 1.914 -1.428 -2.382
H 2.873 -0.506 -4.453
H 5.238 0.254 -4.477
H 6.625 -0.040 -2.474
H 6.931 -0.633 -0.266
H 6.217 -2.235 -0.089
H 5.536 -0.872 0.797
N 1.670 1.104 -0.914
C 1.145 0.517 -0.048
H 2.026 1.315 -1.825
Br 1.557 8.293 1.766
C 1.105 6.708 0.825
C 1.000 6.723 -0.563
N 0.706 5.645 -1.262
C 0.472 4.518 -0.619
C 0.525 4.404 0.768
C 0.880 5.523 1.511
C 0.208 3.089 1.392
O 0.808 2.683 2.388
O -0.721 2.419 0.821
H 1.153 7.632 -1.124
H 0.244 3.649 -1.225
H 0.971 5.460 2.583



2.
164
Properties=species:S:1:pos:R:3 method="wB97M-V/def2-TZVPD" homo_ev=-9.869 orbital_gap_ev=9.6 total_energy_ev=-134273.9026 total_charge=0
C 2.747 0.860 -3.064
N 2.497 2.296 -2.829
O 1.616 2.599 -2.052
O 3.210 3.080 -3.421
H 3.803 0.652 -2.957
H 2.433 0.591 -4.068
H 2.166 0.242 -2.386
C -0.443 5.400 -1.218
N -0.681 4.913 -2.594
O -1.406 3.933 -2.634
O -0.187 5.460 -3.542
H 0.073 4.596 -0.711
H -1.417 5.563 -0.770
H 0.135 6.316 -1.216
C -1.309 0.900 6.139
N -2.618 0.814 5.433
O -2.678 1.239 4.302
O -3.541 0.308 6.034
H -0.543 1.099 5.399
H -1.130 -0.073 6.588
H -1.379 1.647 6.922
C -0.792 0.577 -4.993
C -1.102 1.939 -5.547
C -0.776 2.076 -7.052
O -1.951 2.656 -7.616
C -2.917 2.753 -6.670
O -3.976 3.260 -6.838
O -2.524 2.163 -5.527
H 0.274 0.386 -5.089
H -1.316 -0.201 -5.555
H -1.121 0.495 -3.960
H -0.622 2.732 -4.970
H -0.599 1.089 -7.483
H 0.068 2.738 -7.229
C 3.902 0.676 3.917
C 4.181 0.233 2.516
C 4.908 1.278 1.657
O 5.965 0.561 1.006
C 6.058 -0.681 1.558
O 6.855 -1.506 1.217
O 5.194 -0.815 2.576
H 3.183 1.493 3.934
H 4.824 1.064 4.360
H 3.610 -0.171 4.536
H 3.344 -0.171 1.951
H 5.350 2.072 2.262
H 4.215 1.721 0.947
C 2.202 -5.552 -0.362
C 1.374 -4.783 0.653
C 0.346 -3.782 0.066
O -0.840 -4.040 0.823
C -0.664 -5.130 1.617
O -1.397 -5.454 2.472
O 0.478 -5.764 1.262
H 2.774 -6.295 0.200
H 2.951 -4.900 -0.811
H 1.578 -6.071 -1.085
H 2.043 -4.394 1.422
H 0.280 -3.957 -1.006
H 0.706 -2.770 0.226
C -5.683 3.303 -3.791
C -5.054 1.934 -3.652
C -3.926 1.872 -2.599
O -4.472 1.044 -1.552
C -5.624 0.467 -1.971
O -6.188 -0.391 -1.388
O -6.069 1.045 -3.110
H -5.953 3.712 -2.815
H -6.607 3.231 -4.367
H -5.019 3.984 -4.325
H -4.733 1.555 -4.618
H -3.738 2.861 -2.185
H -2.983 1.446 -2.925
C -1.077 0.552 -0.944
C 0.014 -0.052 -0.092
C 1.051 0.942 0.524
O 0.912 0.713 1.934
C -0.029 -0.240 2.190
O -0.340 -0.556 3.295
O -0.594 -0.663 1.061
H -0.631 1.158 -1.737
H -1.776 1.166 -0.376
H -1.632 -0.264 -1.413
H 0.536 -0.859 -0.607
H 0.707 1.937 0.252
H 2.045 0.693 0.163
C 1.495 -3.222 4.473
C 2.121 -3.015 5.835
C 2.562 -4.272 6.594
O 3.914 -4.024 6.955
C 4.299 -2.803 6.523
O 5.325 -2.280 6.761
O 3.357 -2.280 5.703
H 1.493 -2.277 3.932
H 0.450 -3.484 4.651
H 2.025 -3.978 3.897
H 1.420 -2.417 6.425
H 2.434 -5.229 6.089
H 1.945 -4.373 7.494
C 0.377 2.648 4.503
C 1.093 3.911 4.100
C 2.532 4.004 4.612
O 3.330 3.752 3.453
C 2.565 3.751 2.348
O 2.999 3.728 1.241
O 1.272 3.895 2.657
H 0.161 2.655 5.576
H 0.979 1.762 4.282
H -0.556 2.529 3.961
H 0.526 4.811 4.336
H 2.729 3.221 5.342
H 2.837 4.981 4.976
C 2.588 -4.038 -6.450
C 1.307 -3.797 -5.714
C 0.948 -4.822 -4.602
O 0.632 -4.035 -3.457
C 0.958 -2.740 -3.685
O 0.757 -1.850 -2.935
O 1.485 -2.579 -4.910
H 3.340 -4.585 -5.884
H 2.967 -3.104 -6.854
H 2.404 -4.734 -7.278
H 0.456 -3.595 -6.359
H 1.721 -5.567 -4.428
H 0.034 -5.334 -4.909
C -4.569 0.040 2.098
C -4.443 -1.442 1.937
C -3.277 -2.002 2.781
O -3.854 -3.117 3.465
C -5.189 -3.124 3.297
O -5.932 -3.902 3.783
O -5.579 -2.160 2.443
H -4.671 0.278 3.153
H -5.435 0.459 1.577
H -3.706 0.557 1.676
H -4.313 -1.758 0.901
H -2.848 -1.322 3.508
H -2.501 -2.400 2.129
C 4.998 -3.228 -3.994
C 5.452 -2.880 -2.606
C 5.739 -1.379 -2.410
O 4.800 -0.957 -1.452
C 4.023 -1.980 -1.053
O 3.273 -1.952 -0.131
O 4.377 -3.110 -1.686
H 5.605 -2.787 -4.789
H 3.996 -2.818 -4.163
H 4.960 -4.300 -4.184
H 6.271 -3.526 -2.299
H 5.594 -0.839 -3.351
H 6.774 -1.205 -2.121
C -6.978 3.823 1.846
C -5.924 3.478 0.842
C -5.589 4.614 -0.154
O -4.180 4.444 -0.359
C -3.677 3.636 0.607
O -2.517 3.414 0.730
O -4.654 3.160 1.398
H -6.617 4.581 2.547
H -7.277 2.950 2.422
H -7.842 4.249 1.336
H -6.254 2.660 0.188
H -5.810 5.599 0.263
H -6.060 4.483 -1.122